# 1
Here is a molecular structure, C44H40MgN8O3S3 at a distorted geometry from OMol25. Energies are from ωB97M-V/def2-TZVPD.

```
99
Properties=species:S:1:pos:R:3:forces:R:3:mulliken_charge:R:1
Mg 13.06723 11.91810 11.54410 -1.0486 0.7805 1.1021 2.3657
O 13.45730 13.37296 13.00825 0.0254 0.0766 -0.3556 -0.6311
C 13.50491 14.66101 13.02370 -0.2112 -0.0131 -1.8783 0.1267
C 14.24207 15.32913 14.05207 -0.9379 -0.9819 -0.6863 -0.6740
C 14.36088 16.67554 14.03199 0.6548 0.4539 0.6782 -0.4235
C 13.75908 17.47182 13.07665 -0.5547 0.7618 -0.7865 -0.6382
C 12.95967 16.91896 12.11202 0.0096 -1.0000 -0.9352 -0.8589
C 12.91049 15.49307 11.90761 1.9007 0.3998 3.3003 0.5502
C 12.35760 14.93988 10.76102 -1.0714 -3.1520 -2.4418 -0.8389
N 12.19493 13.61677 10.47629 2.6410 2.6828 3.5916 0.6568
N 11.17457 13.24891 9.73741 -1.8434 -1.0130 -1.6244 -0.5106
C 10.62278 12.12393 10.21083 1.3759 0.9663 0.4779 0.1512
O 11.07440 11.47633 11.24725 -0.5382 0.3502 -1.0834 -0.6624
C 9.35886 11.75777 9.55272 -0.3434 0.9349 -0.0713 0.6416
C 8.91778 12.54022 8.44134 0.9610 -0.8353 0.6106 -0.4875
C 7.65556 12.37438 7.95091 -0.7951 0.2632 1.0144 -0.4639
C 6.77419 11.48504 8.59290 1.1994 -0.5116 -0.4734 -0.5970
C 7.28777 10.62610 9.56671 -1.0500 0.1121 -0.4220 -0.4723
C 8.51583 10.83016 10.16039 0.4707 0.6227 -1.3452 -0.5643
H 14.66461 14.70678 14.82796 0.0643 0.0001 0.0678 0.4560
H 14.91704 17.12575 14.83014 0.3721 0.3796 0.2431 0.4274
H 13.92915 18.53559 12.96039 -0.0916 0.0728 0.7393 0.3663
H 12.37574 17.63064 11.50346 0.4594 -0.7046 -0.1949 0.3545
H 12.06572 15.63566 9.97459 -0.8362 0.1081 0.1701 0.2531
H 9.55658 13.30225 7.98471 -0.0416 -0.4928 0.4532 0.3598
H 7.38188 13.09580 7.20728 -0.6522 -0.0816 -0.4792 0.3815
H 5.75078 11.36922 8.29520 -0.2757 -0.0592 -0.3283 0.3950
H 6.70446 9.75339 9.80413 -0.4122 0.0561 0.6504 0.3757
H 8.81350 10.32061 11.04992 0.3341 -0.4163 0.2351 0.5174
S 17.31886 11.43268 13.64170 -0.2619 1.3506 -1.0074 -0.2448
C 17.44656 12.87110 12.75608 0.7038 -0.7876 1.3787 -0.0961
N 18.24941 13.89820 13.18585 -1.4249 -0.1391 -0.5227 0.5812
C 18.35576 15.15473 12.44443 -0.1743 0.1790 -1.2002 -0.9593
C 18.33300 14.90767 10.92220 0.8537 -0.3647 1.6611 -0.3115
N 17.31425 13.94444 10.57988 -0.4654 -1.2751 -0.3933 0.5182
C 17.16670 13.72917 9.13507 1.2863 0.3693 -1.4539 -1.9993
C 16.43507 14.79250 8.36232 -1.4132 0.6386 -0.3766 0.7047
C 15.11787 14.59851 7.92184 0.2037 1.3126 0.1565 -0.1414
C 14.42887 15.60985 7.20441 -0.1359 -1.9424 -0.2154 -0.6430
C 15.09368 16.71960 6.76486 0.1167 0.6332 0.7246 -0.6092
C 16.36523 16.97571 7.26619 -0.3208 0.2793 -0.1785 -0.7573
C 16.98821 16.03755 8.05036 1.1376 -0.0930 0.3926 -0.2109
C 16.81734 12.99465 11.40707 -0.3088 -0.0440 -1.4065 0.5935
S 15.68896 11.85041 10.80321 0.5783 0.5259 0.8945 -0.6337
C 18.49236 14.01239 14.60597 0.0171 -0.0799 1.9354 -1.5822
C 19.89058 13.66887 15.03967 0.2655 -0.2991 -0.0096 0.8476
C 20.47672 12.47096 14.69452 0.8875 -0.2109 -0.3516 -0.1676
C 21.83404 12.26540 14.90720 0.1934 -0.4209 0.0992 -0.6817
C 22.60377 13.15992 15.60857 -0.1760 1.3627 0.5492 -0.3932
C 21.97989 14.30934 16.13092 0.1459 -1.2492 -0.7068 -0.6458
C 20.64928 14.52742 15.81289 0.2591 1.1488 0.3543 -0.4580
H 19.35869 15.57233 12.61655 -0.5095 0.1280 0.4525 0.3693
H 17.54306 15.87870 12.66682 0.4464 -0.4516 0.4330 0.3520
H 19.34867 14.53295 10.66828 -0.6285 0.0523 -0.3817 0.3909
H 18.13900 15.85928 10.42434 0.0177 -0.2611 -0.0172 0.1242
H 16.71777 12.75427 8.95328 0.0384 0.2875 0.1477 0.8041
H 18.20577 13.69427 8.67263 -0.8527 -0.0045 0.8649 0.3671
H 14.59476 13.72991 8.23870 -0.4252 -0.7042 0.1054 0.6739
H 13.38802 15.43364 6.89764 0.5108 0.0436 0.2453 0.4242
H 14.57494 17.45375 6.18328 -0.1192 0.2958 -0.3092 0.3757
H 16.83381 17.94168 7.10572 0.0630 -0.2022 -0.1759 0.3771
H 17.97094 16.31322 8.42883 -0.0012 -0.2305 -0.1072 0.3357
H 17.81143 13.28659 15.15299 0.4173 1.1696 -0.7193 0.5073
H 18.35166 15.07308 14.93260 -0.4401 -0.7889 -0.3926 0.4524
H 19.93142 11.69443 14.21398 -0.4730 -0.2739 -0.4812 0.3266
H 22.33328 11.38648 14.53229 -0.1978 -0.3043 -0.1199 0.3732
H 23.67178 13.03014 15.73042 -0.0609 -0.1844 0.0723 0.3850
H 22.53683 15.01010 16.72370 0.0635 0.2496 0.1297 0.4030
H 20.23234 15.46319 16.15870 -0.3094 0.1105 -0.0147 0.2987
N 12.42869 6.81578 16.49689 -0.3342 0.8398 -0.4662 -0.3297
C 11.69323 7.97082 16.57087 0.3084 -1.4129 1.2143 0.1627
S 10.51086 8.20204 17.72046 0.8409 0.0540 -0.6380 -0.3304
C 12.13220 8.93158 15.55980 -0.2349 1.6692 -1.8818 1.0976
C 11.30135 10.05099 15.28291 1.4160 -0.8879 0.4514 -0.8219
C 11.66148 10.90098 14.25445 -0.3849 0.5716 -1.5156 -0.7304
N 12.67919 10.65437 13.39331 -0.0653 0.6196 1.7050 0.3844
C 13.55992 9.74666 13.82977 0.7968 0.6674 -2.3106 -0.6890
C 13.34890 8.82363 14.78025 -1.5622 -0.4084 3.1448 -1.1562
H 12.41698 6.14293 17.23534 -0.4118 -0.2832 0.0789 0.2184
H 12.74969 6.55581 15.57366 0.2701 -0.1402 0.4098 0.2077
H 10.46787 10.27755 15.93622 -0.0322 -0.1454 -0.1782 0.3641
H 11.07726 11.82041 14.05953 0.3332 -0.7630 -0.1115 0.4102
H 14.52317 9.77723 13.31753 -0.1680 -0.1953 -0.1022 0.4468
H 14.18884 8.22866 15.12343 -0.2929 -0.2775 -0.1936 0.5031
N 11.48967 8.05999 5.66825 0.1869 1.0536 1.0184 -0.3598
C 11.72377 7.43492 6.88016 -0.1288 -0.5898 -2.0943 0.1925
O 11.66965 6.22053 6.88859 0.1122 0.1213 1.2140 -0.6108
C 12.16799 8.31616 8.01000 -0.1523 0.1450 0.9085 0.9289
C 12.77595 9.55490 7.75608 -0.2176 -0.7577 0.1396 -0.7911
C 13.25716 10.28492 8.82820 -0.1044 0.6430 0.2348 -0.0275
N 13.05808 9.97573 10.12048 0.3703 -0.5900 -0.9493 -0.1096
C 12.45533 8.78649 10.34507 0.1099 0.4684 -0.6705 -0.3178
C 12.01208 7.90865 9.36596 0.4199 0.9046 -1.2327 -1.0461
H 11.18122 7.52787 4.88274 -0.1185 -0.5080 -0.0190 0.2264
H 11.28681 9.04261 5.63426 -0.0139 0.0849 0.0144 0.1967
H 12.90996 9.96901 6.75419 0.0463 -0.3853 0.3275 0.3718
H 13.80893 11.20004 8.58943 -0.2410 -0.1477 0.4157 0.0233
H 12.32248 8.51465 11.35731 -0.1644 -0.0551 1.0275 0.4937
H 11.53780 6.97316 9.64621 0.1442 0.1196 -0.2255 0.4853
```
Forces are in eV/Å.

* HOMO level: -6.2 eV
* total charge: 0
* relative energy (zero: lowest compared OMol25 entry of this formula, charge and spin): 85.18 kJ/mol
* spin multiplicity: 1
* frontier orbital gap: 4.688 eV
* lowest unoccupied orbital energy: -1.50 eV
* calculated total energy: -3759.17052 a.u.

=====

# 2
Here is a molecular structure, C44H40N8O2P2RbS2Se from OMol25. Energies are from ωB97M-V/def2-TZVPD.

```
100
Properties=species:S:1:pos:R:3:forces:R:3:mulliken_charge:R:1
Rb -0.10970 -0.12503 0.24485 -0.0973 -0.2625 -0.2588 0.9601
C -4.29581 1.66323 -1.92666 -0.0701 0.0068 -0.0254 -0.8496
C -2.93145 1.46569 -1.63727 0.0785 -0.0714 0.0097 -0.5784
N -2.35674 0.28990 -1.65373 -0.0755 0.0150 -0.0168 0.4156
C -3.09152 -0.80664 -1.96963 -0.1138 0.0004 -0.0517 -0.5485
C -4.48787 -0.71967 -2.22072 0.1616 0.0557 0.0350 1.7358
C -5.06519 0.57143 -2.20216 0.0056 0.0214 0.0203 -0.9284
C -5.25011 -1.88424 -2.46031 -0.0512 -0.0815 -0.0339 -0.9109
C -4.61519 -3.10116 -2.44940 -0.0233 0.0801 -0.0004 -0.7878
C -3.23333 -3.20603 -2.26322 0.0533 0.0740 0.0219 -0.2778
C -2.41430 -2.08849 -2.05536 0.0275 -0.1829 -0.1238 -0.2565
N -1.07695 -2.14262 -1.86263 0.1348 0.2025 0.2724 0.4201
C -0.28569 -3.03905 -2.46081 -0.1755 -0.0232 -0.1329 -0.0844
C -0.55854 -3.66767 -3.69466 0.0205 0.0069 0.0966 -0.5687
C 0.34727 -4.52507 -4.31746 0.0924 0.0068 0.0536 -0.7730
C 1.57679 -4.81288 -3.77052 -0.0535 -0.0585 -0.0831 -1.1445
C 1.92892 -4.20057 -2.54823 -0.0549 0.1348 0.1044 1.5064
C 3.19382 -4.39253 -1.94744 0.0018 0.0025 0.0360 -0.8779
C 3.50168 -3.76875 -0.77250 0.0487 -0.0568 -0.0763 -0.6383
C 2.52876 -2.94298 -0.18162 -0.0874 -0.0062 0.0271 -0.5310
N 1.34834 -2.73461 -0.70676 -0.0448 0.0712 0.0342 0.1637
C 1.02160 -3.33083 -1.87793 0.0948 -0.0685 -0.0820 -0.2613
H -4.71059 2.66277 -1.91874 0.0143 0.0075 0.0146 0.4198
H -2.29655 2.31550 -1.39858 -0.0125 -0.0081 -0.0077 0.3880
H -6.12766 0.67380 -2.40013 0.0055 -0.0141 -0.0121 0.3515
H -6.31787 -1.80041 -2.63293 0.0262 0.0026 0.0145 0.3371
H -5.19605 -4.00633 -2.59532 0.0242 -0.0138 -0.0016 0.3232
H -2.76485 -4.18190 -2.26684 -0.0373 -0.0035 -0.0099 0.5929
H -1.50062 -3.44485 -4.17721 0.0060 -0.0415 -0.0221 0.5046
H 0.07520 -4.97036 -5.26993 -0.0259 0.0150 0.0042 0.3489
H 2.27254 -5.48803 -4.25608 0.0101 0.0362 0.0010 0.3150
H 3.91586 -5.03448 -2.44223 -0.0091 -0.0005 -0.0093 0.3694
H 4.47284 -3.89240 -0.30902 -0.0103 0.0078 0.0359 0.4063
H 2.73727 -2.43005 0.75408 0.0105 0.0087 -0.0247 0.4760
N 3.88862 1.41492 0.29906 -0.0932 -0.3485 -0.0367 0.0437
P 3.02740 0.68412 1.60470 0.3360 0.1814 0.0877 0.7553
C 4.46781 0.48936 2.74748 -0.0422 0.0948 0.0055 0.1844
C 5.17044 1.57743 3.26814 -0.0112 -0.0068 0.0397 -0.2691
C 6.31322 1.38318 4.02945 0.0023 0.0144 0.0023 -0.6693
C 6.76679 0.09520 4.29090 -0.0332 0.0164 -0.0045 -0.4028
C 6.07030 -0.99362 3.79020 -0.0026 -0.0140 -0.0080 -0.6109
C 4.92769 -0.79472 3.02343 -0.0223 -0.0279 -0.0085 -0.4232
C 2.19252 2.13150 2.34295 -0.0330 0.0166 0.0057 0.0431
C 1.69332 3.13552 1.51350 0.0607 -0.0794 -0.0093 -0.3804
C 0.91736 4.15570 2.05099 -0.0147 0.0033 0.0453 -0.1666
C 0.63517 4.17706 3.40912 0.0174 -0.0291 -0.0078 -0.6146
C 1.11781 3.16947 4.23517 0.0012 0.0152 -0.0071 -0.5575
C 1.88589 2.14643 3.70362 0.0061 -0.0068 -0.0248 -0.5355
C 3.75524 0.89172 -0.98737 -0.1169 0.0058 0.0745 0.2528
C 4.77943 0.97314 -1.93253 0.0591 0.0387 -0.0454 -0.8322
C 4.56687 0.39239 -3.16943 -0.0035 0.0230 0.0781 -0.6854
C 3.35967 -0.23828 -3.43658 0.0079 0.0128 -0.0309 -0.9990
C 2.39803 -0.23715 -2.44088 -0.0844 0.0775 -0.0073 -0.4151
N 2.59414 0.30839 -1.24321 -0.1078 -0.0468 -0.0448 0.6790
H 4.75273 1.89253 0.49599 0.0305 0.0579 -0.0192 0.2754
H 4.80309 2.58239 3.08769 0.0143 -0.0131 -0.0020 0.3869
H 6.85076 2.23643 4.42595 -0.0144 0.0038 0.0007 0.3731
H 7.65484 -0.05657 4.89257 0.0035 0.0015 -0.0110 0.3582
H 6.41578 -1.99931 3.99722 -0.0233 0.0009 -0.0046 0.4056
H 4.37956 -1.64567 2.63361 0.0215 0.0072 0.0048 0.2956
H 1.88397 3.11133 0.44322 -0.0298 0.0301 0.0524 0.3899
H 0.52247 4.92063 1.39321 0.0087 -0.0233 0.0046 0.2096
H 0.01507 4.96372 3.82186 0.0027 -0.0033 -0.0029 0.3501
H 0.86798 3.16398 5.28907 0.0057 -0.0131 -0.0073 0.3823
H 2.22896 1.34189 4.34504 -0.0135 0.0136 0.0118 0.4002
H 5.71003 1.47391 -1.69281 -0.0063 -0.0222 -0.0051 0.4105
H 5.34539 0.42858 -3.92245 0.0025 0.0118 0.0006 0.3639
H 3.15999 -0.70274 -4.39238 -0.0240 0.0140 0.0213 0.5077
H 1.41845 -0.67558 -2.60588 0.0514 0.0143 -0.0075 0.4656
C -4.81279 0.26610 5.87493 0.0390 0.0319 0.0009 -1.0512
C -3.38214 -0.21221 5.69388 -0.1480 0.0864 -0.0479 -0.1967
O -3.31968 -1.16344 4.64809 0.1781 -0.1354 -0.0319 -0.3202
P -2.61992 -0.90893 3.18941 -0.4126 0.0207 0.3211 0.3594
S -1.24854 0.51188 3.37418 0.1561 -0.1094 -0.0271 -0.5237
S -2.23130 -2.68751 2.46349 0.2222 0.1817 -0.0580 -0.4633
O -3.87438 -0.22656 2.41033 -0.0045 -0.0084 -0.0537 -0.3712
C -4.41477 -0.71458 1.18201 -0.0874 -0.0215 0.0323 0.7252
C -5.73197 -1.42434 1.42289 0.0448 0.0102 0.0374 -1.3904
H -4.85637 1.03905 6.64861 -0.0289 -0.0324 -0.0087 0.3593
H -5.46683 -0.55934 6.16367 0.0017 0.0136 -0.0216 0.2678
H -5.17935 0.68545 4.93687 0.0076 0.0082 0.0217 0.2263
H -3.02287 -0.70514 6.60234 0.0047 -0.0111 0.0040 0.2645
H -2.72022 0.62807 5.48081 0.0487 0.0039 -0.0305 0.1765
H -3.71320 -1.39822 0.70541 0.0633 -0.0084 0.0034 -0.0026
H -4.55247 0.15283 0.53621 0.0195 0.0400 -0.0089 -0.0721
H -5.56979 -2.28871 2.06983 -0.0037 0.0092 -0.0321 0.2712
H -6.13975 -1.76584 0.46771 -0.0168 0.0036 0.0289 0.3837
H -6.44862 -0.75425 1.90504 -0.0045 -0.0174 -0.0215 0.3097
Se 1.00636 5.56325 -1.46441 0.0896 0.1886 0.0471 -0.0328
N -0.32484 5.76484 -2.67455 -0.0634 -0.0271 -0.0559 -1.0295
C -0.54638 4.53621 -3.15437 0.0011 -0.0785 -0.0225 1.1430
C -1.50234 4.20817 -4.13134 0.0367 -0.0833 0.0168 -0.8092
C -1.60177 2.88441 -4.54561 -0.0280 0.0829 -0.0190 -0.5238
C -0.76877 1.92024 -3.98320 0.1166 -0.0018 0.0744 -0.5323
N 0.14669 2.16427 -3.04681 0.0240 0.1057 0.0635 0.0297
C 0.27644 3.44267 -2.62303 -0.0187 -0.0114 -0.0675 0.2489
N 1.17409 3.78100 -1.69105 -0.0630 -0.1342 -0.1182 -0.6031
H -2.13447 4.98505 -4.54474 0.0049 0.0147 0.0152 0.3758
H -2.33222 2.59275 -5.29103 0.0132 -0.0261 0.0030 0.3927
H -0.85895 0.88083 -4.28912 -0.0215 0.0218 0.0058 0.3999
```
Forces are in eV/Å.

* HOMO level (spin up / spin down): -0.6 / -1.6 eV
* total charge: -2
* relative energy (zero: lowest compared OMol25 entry of this formula, charge and spin): 24.36 kJ/mol
* spin multiplicity: 2
* frontier orbital gap (spin up / spin down): 4.116 / 5.147 eV
* lowest unoccupied orbital energy (spin up / spin down): 3.53 / 3.53 eV
* calculated total energy: -6194.06683 a.u.